The following is a quantum chemistry calculation of a structure of composition C3H6N2O in a non-equilibrium geometry, from OMol25.

```
12
Properties=species:S:1:pos:R:3:forces:R:3:nbo_charge:R:1
C 2.264249 0.412581 0.002744 1.799 0.021 0.977 -0.382
C 1.090823 0.861034 0.378672 -0.602 -0.668 -0.456 -0.421
C -3.233064 -0.296330 0.155430 -0.683 0.191 -0.074 0.136
N -2.067855 -0.010214 0.758588 1.755 0.481 0.526 -0.399
N -1.589024 0.526371 -0.396887 1.095 0.318 0.890 -0.099
O -2.765794 0.295203 -0.978050 -2.430 -0.905 -0.195 -0.258
H 3.144114 0.602048 0.682227 -0.805 -0.044 -1.072 0.183
H 2.462055 -0.155849 -0.884057 -0.090 -0.361 -0.277 0.189
H 0.128766 0.613184 -0.093329 1.267 0.507 -0.035 0.221
H 1.108704 1.461191 1.243477 -0.389 0.681 1.135 0.175
H -4.281418 -0.446384 0.435652 0.811 0.010 -0.078 0.211
H -1.436399 -0.083783 1.606577 -1.728 -0.232 -1.342 0.445
```
Forces are in eV/Å.

Calculated values
LUMO energy ... 0.87 eV
M ... 86.09 g mol⁻¹
F_max ... 2.60 eV/Å
2S+1 ... 1

The following is a quantum chemistry calculation of a structure of composition C3H14CaN3O in a non-equilibrium geometry, from OMol25.

```
22
Properties=species:S:1:pos:R:3:forces:R:3:nbo_charge:R:1
C -2.018163 0.854901 -2.398233 -1.000 0.054 -1.944 -1.155
Ca 0.389251 1.480765 -1.572816 1.242 0.937 0.213 0.454
N 0.676589 -0.844642 -2.080021 0.635 -0.656 0.541 -1.213
H -1.652137 0.548821 -1.425492 -0.116 -0.228 0.191 0.198
H 2.490754 2.475377 -0.954030 -0.676 -0.312 -0.278 -0.883
H -2.349507 1.915553 -2.436079 0.554 -0.330 0.246 0.239
H -2.939155 0.286048 -2.598299 0.209 -0.025 0.258 0.256
H -1.369567 0.614859 -3.314443 -0.246 0.347 1.199 0.220
H 0.069134 -1.300874 -1.371523 0.213 0.070 -0.378 0.379
H 1.645651 -1.100814 -1.810799 -0.624 0.118 -0.195 0.383
H 0.493733 -1.300445 -2.969827 -0.071 0.028 -0.104 0.389
C 2.067943 -0.282598 2.550644 -0.745 -0.023 0.129 -0.419
N 0.596895 -0.432495 2.514720 1.851 0.450 -0.237 -0.608
C -0.172091 -0.145349 1.470612 -2.564 0.392 -1.962 0.776
N -1.506089 -0.535191 1.608214 0.752 0.160 0.631 -0.919
O 0.157567 0.429873 0.385447 0.291 -1.107 2.257 -0.882
H 2.430104 0.040265 1.574789 -0.136 0.056 0.112 0.248
H 2.520260 -1.238525 2.819366 -0.028 -0.029 -0.152 0.190
H 2.343884 0.441193 3.318899 0.027 0.118 -0.171 0.195
H 0.154804 -0.848565 3.305345 -0.195 -0.268 0.271 0.378
H -2.138240 -0.299699 0.838275 0.303 -0.003 0.550 0.412
H -1.891614 -0.758455 2.545252 0.324 0.250 -1.179 0.362
```
Forces are in eV/Å.

Calculated values
Net charge ... -1
LUMO energy ... 2.81 eV
M ... 148.24 g mol⁻¹
F_max ... 3.25 eV/Å
2S+1 ... 1

The following is a quantum chemistry calculation of a structure of composition C17H24NOPdSSb2, from OMol25.

```
47
Properties=species:S:1:pos:R:3:forces:R:3:nbo_charge:R:1
Pd -0.129442 0.952154 -1.473653 -0.052 0.015 -0.081 -0.156
C 2.847091 -1.054656 -3.352259 -0.051 0.001 0.011 -1.018
Sb 2.229338 0.137456 -1.663698 0.111 0.007 -0.068 1.120
C 4.164616 1.059283 -1.395575 -0.007 0.002 0.036 -1.020
C 2.601745 -1.486779 -0.256251 -0.006 0.007 0.031 -0.777
C 2.674578 -1.019776 1.163245 -0.014 -0.004 0.009 -0.025
C 3.912428 -0.598200 1.656232 0.001 0.006 0.014 -0.210
C 4.075536 -0.131980 2.949828 -0.003 -0.006 -0.013 -0.234
C 2.977933 -0.088806 3.796673 -0.011 0.000 -0.006 -0.233
C 1.745528 -0.512425 3.328588 0.028 0.003 0.014 -0.207
C 1.559403 -0.975742 2.023418 -0.003 -0.018 -0.039 -0.036
C 0.182882 -1.390274 1.609271 0.006 0.023 0.002 -0.770
Sb -0.985006 0.268809 0.796055 -0.069 -0.033 0.059 1.129
C -2.865623 -0.721158 1.116797 0.023 -0.003 0.048 -1.026
C -1.057077 1.360412 2.657703 0.022 -0.004 0.007 -1.021
H 3.782021 -1.577664 -3.144439 0.000 0.002 0.005 0.204
H 2.970415 -0.418377 -4.228464 0.003 0.017 0.009 0.222
H 2.057554 -1.775563 -3.564430 0.016 -0.012 -0.012 0.231
H 4.961441 0.317579 -1.473381 -0.002 -0.003 0.003 0.207
H 4.205387 1.539404 -0.418139 0.016 0.001 -0.005 0.227
H 4.303874 1.819399 -2.164593 -0.011 -0.002 -0.006 0.221
H 3.546069 -1.945244 -0.556966 0.003 -0.008 0.013 0.216
H 1.802387 -2.208344 -0.421898 0.003 -0.006 -0.003 0.229
H 4.771049 -0.644838 0.995281 -0.002 0.000 -0.002 0.201
H 5.051896 0.187204 3.293370 0.000 0.000 0.001 0.201
H 3.079284 0.265429 4.815231 0.002 0.000 0.001 0.201
H 0.888627 -0.490495 3.992653 -0.004 0.000 -0.004 0.202
H -0.375709 -1.764699 2.469513 0.005 -0.004 0.001 0.217
H 0.185495 -2.163620 0.841989 -0.005 0.008 -0.008 0.230
H -2.875040 -1.205289 2.095271 -0.003 -0.007 -0.006 0.204
H -2.999419 -1.451403 0.319015 -0.003 0.006 -0.012 0.250
H -3.672855 0.010244 1.067303 -0.003 0.001 -0.017 0.224
H -1.383941 0.714539 3.474673 0.000 -0.004 -0.004 0.207
H -1.762020 2.185209 2.549381 0.001 0.001 -0.005 0.221
H -0.072527 1.767520 2.885909 -0.005 0.008 0.005 0.226
O -2.797073 -1.165493 -2.172446 -0.008 0.015 0.028 -0.591
N -3.566048 -0.132878 -2.170904 0.031 0.016 -0.017 0.037
C -4.813705 -0.261233 -1.649684 -0.038 0.001 -0.003 -0.019
C -5.709458 0.775932 -1.584347 0.018 -0.017 0.017 -0.290
C -5.320800 2.020849 -2.071955 0.004 0.017 -0.011 -0.232
C -4.057483 2.150046 -2.601515 -0.004 -0.004 -0.005 -0.244
C -3.142036 1.086865 -2.671641 -0.010 0.000 0.019 0.005
S -1.583919 1.259152 -3.382138 0.020 -0.018 0.001 -0.373
H -5.020072 -1.259947 -1.296733 0.006 -0.004 -0.005 0.216
H -6.686512 0.602725 -1.154718 -0.001 -0.004 -0.003 0.208
H -5.993328 2.868646 -2.037499 0.004 0.000 -0.001 0.202
H -3.707466 3.096012 -2.990059 -0.009 0.003 0.003 0.223
```
Forces are in eV/Å.

Calculated values
Net charge ... -1
LUMO energy ... 3.02 eV
M ... 640.39 g mol⁻¹
F_max ... 0.13 eV/Å
2S+1 ... 1

The following is a quantum chemistry calculation of a structure of composition C31H35N5O10P2Ti, from OMol25.

```
84
Properties=species:S:1:pos:R:3:forces:R:3:lowdin_charge:R:1
Ti 0.116055 0.168993 -0.065279 0.347 0.093 0.085 1.102
C -2.563419 0.740981 -2.262427 -0.019 0.050 -0.033 -0.021
C -2.945045 -0.030517 -1.030978 0.032 -0.025 0.071 -0.298
C -4.221964 -0.542350 -0.943273 0.000 -0.012 0.053 -0.048
C -4.592995 -1.313607 0.163508 0.003 0.031 -0.085 -0.067
C -3.686644 -1.516021 1.164617 0.094 0.063 0.000 -0.016
C -2.409645 -0.930681 1.061441 -0.130 -0.128 0.045 -0.205
N -2.035503 -0.233378 -0.045892 -0.062 -0.007 -0.037 0.076
C -1.423080 -0.986594 2.090596 0.194 -0.050 0.235 -0.216
C -1.581080 -1.594978 3.335303 -0.146 0.016 -0.193 -0.022
C -0.611584 -1.494760 4.310227 0.082 0.107 -0.041 -0.087
C 0.510299 -0.702959 4.032785 0.078 0.050 -0.148 -0.020
C 0.665026 -0.117743 2.797985 -0.147 0.006 0.072 -0.201
N -0.255255 -0.302246 1.777285 0.008 -0.158 0.238 -0.011
C 1.726796 0.787498 2.417839 0.019 -0.104 0.186 -0.193
C 2.818461 1.115899 3.230861 -0.072 0.037 -0.101 -0.008
C 3.732986 2.026198 2.765034 -0.039 -0.006 -0.045 -0.057
C 3.532258 2.607774 1.512708 -0.025 -0.009 -0.004 -0.028
C 2.441985 2.239789 0.748283 0.044 -0.017 0.078 -0.286
C 2.182617 2.914403 -0.562771 0.049 0.021 -0.098 -0.027
N 1.568637 1.310381 1.188347 -0.075 0.001 -0.078 0.067
H -3.240205 1.590060 -2.377446 -0.001 -0.002 -0.005 0.094
H -2.681975 0.109748 -3.145783 0.009 -0.011 -0.015 0.089
H -1.549494 1.115955 -2.231884 -0.009 -0.010 0.004 0.041
H -4.917831 -0.345252 -1.746419 -0.033 -0.003 -0.021 0.111
H -5.587447 -1.735232 0.230680 -0.020 -0.005 -0.009 0.105
H -3.947873 -2.091944 2.039502 0.001 -0.002 0.024 0.102
H -2.494764 -2.132827 3.549760 -0.012 -0.005 -0.033 0.105
H -0.741871 -1.952602 5.279269 -0.003 -0.018 0.008 0.096
H 1.249058 -0.528668 4.802785 0.031 0.012 -0.007 0.106
H 2.928059 0.660572 4.203185 0.006 -0.013 0.024 0.104
H 4.589833 2.300656 3.365703 0.018 0.012 0.009 0.107
H 4.214556 3.352759 1.128340 0.022 0.013 0.009 0.110
H 1.465838 3.725066 -0.421369 0.010 -0.001 0.003 0.093
H 1.736425 2.249442 -1.298912 0.045 -0.018 0.014 0.051
H 3.108731 3.337771 -0.952305 -0.014 -0.006 -0.013 0.084
C 3.733429 0.491450 -3.018590 -0.041 0.054 0.000 -0.043
C 2.926725 -0.790387 -2.946188 0.119 0.022 -0.090 -0.582
O 3.458824 -1.673539 -3.936407 -0.052 -0.023 0.041 -0.045
P 3.024196 -1.560267 -1.293640 -0.059 0.048 -0.043 0.500
O 2.431017 -3.002455 -1.532690 -0.274 -0.011 -0.276 -0.105
O 4.552378 -1.851428 -0.978779 0.033 -0.085 0.063 -0.075
O 2.401281 -0.723508 -0.238544 -0.070 0.085 0.126 -0.267
P 1.115824 -0.597111 -3.235392 -0.088 -0.233 0.012 0.366
O 0.973015 0.244032 -4.589354 0.004 0.018 -0.072 -0.097
O 0.624116 -2.003020 -3.426639 0.133 -0.009 0.104 -0.291
O 0.552661 0.257291 -2.132966 -0.080 0.168 -0.037 -0.348
H 4.787461 0.274245 -2.845995 0.017 -0.030 -0.007 0.089
H 3.394724 1.210705 -2.278922 -0.028 0.045 0.054 0.061
H 3.625141 0.925181 -4.012589 -0.018 0.006 0.021 0.091
H 2.841181 -2.412164 -4.031459 -0.005 0.011 -0.015 0.082
H 1.622186 -2.917306 -2.112148 0.278 0.000 0.151 0.065
H 4.799973 -1.468453 -0.126889 -0.012 0.013 -0.041 0.097
H 0.958670 -0.343357 -5.355519 0.012 0.036 0.041 0.088
O -1.621345 2.411901 1.536540 -0.045 0.004 0.104 0.025
C -1.240713 2.721985 0.429207 -0.069 0.279 -0.082 -0.491
O -0.552544 2.006132 -0.406274 0.019 0.039 -0.184 -0.232
H -1.475697 3.725049 0.009682 0.006 -0.083 0.086 0.132
C -1.629824 -6.153244 0.204438 0.012 -0.039 0.054 -0.004
N -1.122305 -5.119825 -0.688844 0.079 0.134 -0.052 -0.061
N -0.347608 -4.133874 -0.079091 -0.115 -0.004 -0.018 0.070
C -0.630213 -2.909315 -0.630813 -0.223 -0.001 0.209 -0.363
O 0.016102 -1.894670 -0.331052 0.102 -0.236 -0.311 -0.092
C -1.711858 -3.124478 -1.544245 0.005 -0.207 -0.061 0.088
C -1.991168 -4.450850 -1.525656 -0.021 0.115 -0.006 -0.247
C -3.071083 -5.195591 -2.227825 0.026 0.013 -0.009 -0.007
C 0.819348 -4.463097 0.656470 0.022 0.012 -0.039 -0.200
C 1.608850 -5.535440 0.263958 0.013 0.005 0.092 -0.033
C 2.765491 -5.816436 0.972400 -0.023 0.025 -0.005 -0.074
C 3.140276 -5.014153 2.041677 0.026 -0.015 -0.004 -0.083
C 2.345520 -3.939991 2.414737 -0.033 0.025 -0.003 -0.056
C 1.170278 -3.663594 1.733653 0.036 -0.041 0.013 0.015
H -0.815051 -6.501773 0.833932 -0.017 -0.028 -0.016 0.085
H -1.985108 -6.987856 -0.395004 -0.026 0.014 0.004 0.093
H -2.437643 -5.773630 0.836685 0.007 0.000 0.018 0.103
H -2.160807 -2.371306 -2.165981 0.023 0.007 0.002 0.122
H -3.574725 -4.534001 -2.927660 0.005 0.014 -0.009 0.088
H -3.813572 -5.568906 -1.520417 -0.009 -0.007 0.016 0.086
H -2.667745 -6.046012 -2.777631 0.004 -0.016 -0.005 0.091
H 1.328021 -6.124716 -0.598015 -0.013 -0.010 -0.037 0.120
H 3.385259 -6.649891 0.671628 0.024 -0.016 0.002 0.105
H 4.052761 -5.227067 2.582225 0.013 -0.006 0.012 0.101
H 2.628225 -3.310505 3.247937 0.016 0.011 0.023 0.106
H 0.538928 -2.836440 2.025743 0.005 -0.009 -0.016 0.098
```
Forces are in eV/Å.

Calculated values
LUMO energy (alpha / beta) ... 0.13 / 0.12 eV
M ... 747.46 g mol⁻¹
F_max ... 0.40 eV/Å
2S+1 ... 1

The following is a quantum chemistry calculation of the ion C23H43N2O5S with charge +1, from OMol25.

```
74
Properties=species:S:1:pos:R:3:forces:R:3:lowdin_charge:R:1
C 8.831401 -2.403856 -0.114047 0.051 0.013 0.064 -0.116
C 8.343037 -1.043331 0.384381 -0.017 -0.105 0.035 -0.277
C 6.946627 -0.694296 -0.125981 0.023 -0.046 0.117 -0.238
C 6.445060 0.662885 0.374964 0.069 -0.083 0.047 -0.225
C 5.326953 1.264220 -0.477805 0.062 0.015 0.017 -0.206
C 3.954051 0.592621 -0.264856 0.025 0.017 -0.117 -0.189
C 2.783745 1.561854 0.005306 0.115 -0.062 0.077 -0.202
C 1.621019 1.389111 -0.970977 0.016 -0.017 0.120 -0.190
C 0.380356 2.209584 -0.545845 0.141 0.079 0.030 -0.126
C -0.639249 1.374082 0.170189 0.335 0.245 -0.279 -0.113
C -0.825397 1.551910 1.524483 0.012 0.150 0.671 0.067
N -1.694321 0.816305 2.199621 0.112 0.130 -0.051 -0.028
C -1.920824 1.006965 3.679165 0.024 -0.020 0.082 -0.145
O -1.737535 -0.168988 4.338192 0.189 0.117 0.078 -0.089
C -2.918588 -0.918000 4.693901 -0.171 -0.149 0.042 -0.223
C -3.685379 -0.290685 5.846074 -0.100 -0.028 -0.055 -0.059
N -2.415024 -0.130214 1.662255 -0.146 -0.048 0.056 0.221
C -2.267039 -0.358045 0.377030 -0.171 -0.192 -0.085 -0.107
C -3.136947 -1.470406 -0.172179 -0.030 -0.057 0.000 -0.156
O -3.363917 -2.423724 0.816162 0.115 0.000 0.080 -0.137
C -4.609920 -3.130165 0.741580 -0.011 0.018 -0.062 -0.246
C -4.366611 -4.614735 0.897236 0.002 0.017 -0.031 -0.066
C -1.385142 0.388463 -0.439015 -0.299 -0.361 -0.150 -0.068
C -1.303057 0.114616 -1.906700 0.044 0.034 -0.220 -0.110
C -2.641914 0.374595 -2.644271 0.025 -0.023 0.019 -0.174
C -2.468481 1.099329 -3.991357 -0.157 -0.159 -0.213 -0.201
C -3.407873 2.284960 -4.211105 0.170 0.022 0.021 -0.218
S -5.092447 1.758643 -4.519273 0.094 0.187 0.170 0.603
O -5.294117 0.462060 -3.933859 -0.042 0.002 -0.094 -0.283
O -5.400388 2.032983 -5.879501 -0.052 -0.177 0.068 -0.245
O -5.903904 2.792872 -3.611489 -0.043 0.019 -0.042 -0.155
H 9.914696 -2.496845 -0.016288 -0.058 -0.007 0.011 0.069
H 8.384978 -3.221251 0.457362 -0.054 0.042 -0.078 0.071
H 8.578287 -2.553284 -1.166704 0.041 0.025 0.026 0.070
H 9.045490 -0.260369 0.083532 -0.055 -0.005 -0.049 0.107
H 8.337470 -1.044698 1.479636 0.025 0.069 -0.033 0.110
H 6.955348 -0.705653 -1.222255 0.021 0.029 0.034 0.113
H 6.260081 -1.488585 0.190144 -0.058 0.031 -0.117 0.114
H 6.093656 0.547341 1.407209 0.035 0.103 -0.009 0.114
H 7.287550 1.360904 0.420698 -0.037 -0.030 -0.110 0.111
H 5.621904 1.179956 -1.528805 -0.042 0.067 0.034 0.109
H 5.258039 2.337663 -0.275835 -0.059 -0.073 0.081 0.102
H 4.036315 -0.115708 0.563283 -0.040 0.009 -0.015 0.108
H 3.709122 -0.008226 -1.145587 0.009 -0.033 0.051 0.108
H 2.410866 1.420307 1.027798 0.007 -0.012 -0.044 0.111
H 3.146108 2.593434 -0.036930 -0.097 -0.010 -0.044 0.111
H 1.931736 1.684939 -1.975074 0.031 -0.030 0.021 0.125
H 1.367968 0.324170 -1.015674 -0.016 0.080 -0.078 0.114
H 0.705478 3.001253 0.133763 -0.032 0.067 -0.121 0.119
H -0.085434 2.704850 -1.400425 -0.016 -0.070 0.012 0.126
H -0.272666 2.290744 2.091405 -0.039 -0.042 0.002 0.155
H -2.922524 1.434442 3.779029 0.010 -0.081 -0.021 0.147
H -1.168811 1.733427 3.991726 -0.055 -0.017 -0.001 0.143
H -2.530785 -1.894663 4.979818 -0.030 0.039 -0.065 0.127
H -3.541146 -1.057260 3.808201 0.049 0.102 -0.003 0.103
H -3.240954 -0.539591 6.808397 0.059 0.100 -0.033 0.083
H -4.713148 -0.659906 5.840881 0.072 -0.024 0.049 0.085
H -3.740398 0.797409 5.760202 0.003 -0.052 -0.011 0.072
H -2.636353 -1.917073 -1.040944 -0.070 0.024 0.010 0.132
H -4.076012 -1.020488 -0.526271 0.084 0.004 -0.033 0.144
H -5.253054 -2.753290 1.543432 -0.006 -0.006 -0.065 0.121
H -5.092636 -2.920010 -0.217638 -0.043 -0.009 0.054 0.119
H -3.758030 -4.808322 1.781264 -0.047 -0.005 -0.019 0.080
H -3.855058 -5.021348 0.023389 0.021 0.024 0.066 0.080
H -5.318898 -5.136662 1.007886 0.045 0.016 0.005 0.083
H -1.000870 -0.928078 -2.040728 0.044 0.026 -0.050 0.140
H -0.511937 0.722981 -2.347330 -0.094 -0.079 0.080 0.098
H -3.313548 0.945777 -1.995451 0.055 0.055 -0.051 0.118
H -3.144518 -0.575239 -2.823309 -0.057 0.109 0.066 0.106
H -2.631925 0.381403 -4.799201 0.134 0.064 -0.010 0.126
H -1.445724 1.464233 -4.109986 -0.040 0.038 0.048 0.114
H -3.122971 2.855301 -5.095511 -0.027 -0.026 0.051 0.111
H -3.422280 2.960377 -3.355645 -0.027 -0.043 0.005 0.105
H -6.399588 2.294030 -2.945745 -0.030 -0.007 -0.042 0.098
```
Forces are in eV/Å.

Calculated values
Net charge ... +1
LUMO energy ... -4.05 eV
M ... 459.67 g mol⁻¹
F_max ... 0.69 eV/Å
2S+1 ... 1

Number 1: total energy -8229.8925 eV. Number 2: total energy -28292.4541 eV. Number 3: total energy -48946.0021 eV. Number 4: total energy -102344.1553 eV. Number 5: total energy -48593.9206 eV.